Formula: C16H23N3O6S
Source: the OMol25 dataset
Level of theory: wB97M-V/def2-TZVPD

Its SMILES is COCCNC(=O)C(=O)NC[C@@H]1OCCN1S(=O)(=O)c1ccc(C)cc1. Its relative energy (zero: lowest compared OMol25 entry of this formula, charge and spin) is 0.610 eV. The calculation puts the HOMO-LUMO gap at 9.76 eV.

Last column: Löwdin charge in e.
Element x y z (Å)
C 3.92 -2.05 2.99  -0.115
O 3.44 -3.11 2.20  -0.185
C 2.39 -2.72 1.35  -0.222
C 1.90 -3.95 0.58  -0.129
N 0.93 -3.57 -0.43  0.091
C -0.37 -3.42 -0.15  -0.413
O -0.95 -3.80 0.85  0.078
C -1.10 -2.63 -1.25  -0.406
O -0.63 -2.45 -2.36  0.070
N -2.28 -2.16 -0.80  0.091
H -2.46 -2.36 0.18  0.143
C -2.85 -0.97 -1.36  -0.075
H -2.71 -1.01 -2.44  0.132
H -3.91 -0.89 -1.12  0.133
C -2.09 0.26 -0.78  -0.339
N -0.68 0.08 -0.99  -0.171
S 0.34 0.46 0.28  0.676
O -0.19 -0.22 1.43  -0.268
O 1.67 0.14 -0.16  -0.276
C 0.19 2.23 0.49  -0.266
C -0.82 2.73 1.28  -0.045
C -0.98 4.10 1.37  -0.020
C -0.15 4.97 0.67  -0.264
C 0.88 4.43 -0.10  -0.025
C 1.05 3.06 -0.20  -0.055
H 1.85 2.63 -0.78  0.113
H 1.54 5.09 -0.64  0.114
C -0.35 6.45 0.78  -0.045
H -0.24 6.77 1.81  0.086
H -1.35 6.72 0.45  0.086
H 0.38 6.99 0.17  0.076
H -1.77 4.51 1.99  0.120
H -1.45 2.05 1.83  0.115
C -0.39 0.65 -2.28  -0.127
H 0.60 1.11 -2.26  0.113
C -1.53 1.66 -2.51  -0.133
H -2.05 1.47 -3.45  0.122
O -2.43 1.47 -1.42  -0.065
H -1.20 2.69 -2.48  0.120
H -0.39 -0.16 -3.03  0.117
H -2.30 0.34 0.29  0.150
H 1.27 -3.10 -1.26  0.146
H 2.75 -4.44 0.10  0.129
H 1.41 -4.64 1.27  0.129
H 1.55 -2.29 1.93  0.121
H 2.73 -1.94 0.65  0.110
H 3.13 -1.65 3.64  0.090
H 4.30 -1.23 2.36  0.089
H 4.72 -2.45 3.60  0.087